# 1
ORCA calculation (ωB97M-V/def2-TZVPD) on a molecular structure, C26H29MnN10 in a non-equilibrium geometry.

```
! wB97M-V def2-TZVPD RIJCOSX def2/J DEFGRID3
* xyz 1 6
Mn -0.10 -0.16 0.33
C -5.18 -3.01 -0.40
C -4.54 -2.59 -1.56
C -3.49 -1.68 -1.50
C -3.07 -1.18 -0.27
C -3.71 -1.62 0.89
C -4.76 -2.52 0.83
N -2.02 -0.23 -0.21
C -2.40 1.06 0.11
C -3.72 1.50 0.34
C -3.99 2.81 0.67
C -2.97 3.76 0.79
C -1.67 3.38 0.55
C -1.38 2.06 0.21
N -0.12 1.59 -0.10
N 0.88 1.80 0.73
C 1.98 1.02 0.46
C 3.19 1.33 1.11
C 4.34 0.69 0.73
C 4.28 -0.24 -0.31
C 3.05 -0.53 -0.86
N 1.90 0.03 -0.48
H -6.00 -3.71 -0.45
H -4.87 -2.97 -2.52
H -3.01 -1.34 -2.40
H -3.37 -1.24 1.85
H -5.25 -2.83 1.74
H -4.54 0.80 0.23
H -5.01 3.11 0.84
H -3.20 4.78 1.04
H -0.85 4.09 0.60
H 3.16 2.10 1.88
H 5.28 0.93 1.19
H 5.17 -0.74 -0.67
H 2.98 -1.27 -1.66
C -0.91 -3.19 1.02
N 0.15 -2.31 0.42
C 0.26 -2.74 -1.02
N 0.57 -4.15 -1.15
C -0.50 -4.93 -0.52
N -0.62 -4.60 0.90
C 0.65 -4.90 1.56
N 1.74 -4.11 0.97
C 1.42 -2.71 1.13
C 1.83 -4.43 -0.46
H -1.85 -2.99 0.51
H -1.02 -2.92 2.08
H 1.03 -2.16 -1.52
H -0.70 -2.54 -1.49
H -0.27 -5.99 -0.62
H -1.44 -4.72 -1.02
H 0.87 -5.96 1.46
H 0.57 -4.65 2.62
H 2.26 -2.12 0.75
H 1.28 -2.51 2.19
H 2.07 -5.49 -0.57
H 2.63 -3.84 -0.91
N -0.84 0.70 4.49
C 0.45 0.28 4.66
C 0.86 -0.16 3.44
N -0.18 -0.03 2.53
C -1.18 0.50 3.20
H -1.43 1.10 5.19
H 0.96 0.34 5.60
H 1.82 -0.55 3.16
H -2.15 0.74 2.79
*
```

Computed properties:
**LUMO (spin up / spin down)**: -3.544 / -4.690 eV
**Expectation value of S²**: 8.8382
**ΔE to the lowest compared entry with this formula, charge and spin**: 210.19 kJ/mol

# 2
ORCA calculation (ωB97M-V/def2-TZVPD) on 11 unconnected molecules or ions with the total composition C31H81Cl3O30S10 in a non-equilibrium geometry.

```
! wB97M-V def2-TZVPD RIJCOSX def2/J DEFGRID3
* xyz 0 1
C 17.18 8.71 12.09
C 17.43 9.79 13.16
O 18.02 9.15 14.31
S 17.62 9.88 15.65
C 18.22 8.70 16.94
O 18.40 11.06 15.95
O 16.21 10.00 15.66
H 16.66 9.14 11.27
H 16.58 7.86 12.43
H 18.17 8.30 11.83
H 18.20 10.44 12.79
H 16.56 10.41 13.34
H 17.74 9.18 17.89
H 19.32 8.70 17.09
H 17.81 7.78 16.73
C 17.52 14.81 20.52
C 16.73 15.43 21.63
O 17.08 16.83 21.88
S 16.01 17.87 21.32
C 14.86 17.87 22.57
O 16.73 19.11 21.30
O 15.32 17.34 20.16
H 17.18 15.02 19.54
H 17.41 13.72 20.62
H 18.53 14.98 20.56
H 15.64 15.31 21.51
H 17.04 14.94 22.55
H 13.98 18.39 22.14
H 15.18 18.28 23.56
H 14.47 16.86 22.68
C 10.43 12.44 20.09
C 10.30 13.86 20.58
O 10.99 14.77 19.67
S 12.34 15.31 20.10
C 12.63 16.60 18.90
O 12.21 15.90 21.44
O 13.34 14.33 19.78
H 11.49 12.27 20.00
H 9.89 12.14 19.17
H 10.12 11.74 20.87
H 9.30 14.23 20.63
H 10.74 13.97 21.56
H 13.00 16.23 17.98
H 13.38 17.21 19.39
H 11.68 17.16 18.77
C 18.48 14.79 11.42
C 19.11 13.75 10.47
O 18.69 13.92 9.06
S 17.48 13.08 8.60
C 16.13 14.16 8.79
O 17.67 12.79 7.21
O 17.24 11.96 9.48
H 18.76 14.50 12.43
H 17.39 14.75 11.36
H 18.81 15.82 11.18
H 20.18 13.89 10.50
H 18.79 12.78 10.80
H 15.21 13.86 8.24
H 16.42 15.08 8.33
H 16.02 14.27 9.87
C 15.65 20.06 17.05
C 14.15 19.65 16.98
O 13.49 20.17 18.19
S 11.90 20.28 18.31
C 11.44 21.82 17.63
O 11.27 19.28 17.57
O 11.65 20.26 19.68
H 16.18 19.94 17.98
H 15.64 21.18 16.94
H 16.14 19.63 16.21
H 13.74 20.18 16.15
H 13.89 18.54 16.88
H 11.84 21.91 16.64
H 11.91 22.52 18.27
H 10.38 21.90 17.77
C 10.63 15.97 7.59
C 11.46 16.93 8.31
O 11.29 16.91 9.77
S 12.15 15.95 10.70
C 13.48 17.05 10.93
O 11.36 15.77 11.86
O 12.53 14.74 9.96
H 10.72 16.16 6.54
H 9.59 16.17 7.80
H 10.92 14.99 7.85
H 12.58 16.73 8.10
H 11.26 17.98 8.03
H 14.27 16.69 11.59
H 13.15 18.00 11.36
H 13.93 17.25 9.96
C 8.74 12.60 13.94
C 9.23 13.73 14.78
O 8.33 14.88 14.86
S 8.31 15.54 16.31
C 9.95 16.22 16.25
O 7.43 16.67 16.26
O 8.14 14.51 17.27
H 7.87 12.15 14.40
H 9.51 11.90 13.72
H 8.30 12.98 13.01
H 9.35 13.48 15.84
H 10.24 13.97 14.40
H 10.71 15.55 16.66
H 9.90 17.16 16.79
H 10.15 16.43 15.16
C 15.72 11.37 19.03
C 14.76 11.85 18.00
O 13.54 11.08 18.19
S 12.40 11.10 17.07
C 13.08 10.14 15.81
O 11.27 10.36 17.56
O 12.22 12.46 16.64
H 15.57 11.79 20.07
H 16.77 11.50 18.72
H 15.64 10.22 19.21
H 14.44 12.90 18.16
H 15.22 11.68 17.04
H 13.98 10.63 15.46
H 12.34 10.09 15.00
H 13.45 9.14 16.03
C 16.28 14.55 15.98
C 16.36 13.67 14.75
O 15.10 13.21 14.29
S 14.29 14.19 13.27
C 12.99 12.95 12.75
O 13.79 15.34 13.91
O 15.20 14.40 12.17
H 17.22 14.81 16.42
H 15.72 13.97 16.67
H 15.81 15.49 15.78
H 17.00 14.02 13.98
H 16.88 12.69 14.95
H 12.25 13.38 12.05
H 12.56 12.57 13.62
H 13.59 12.30 12.11
C 7.63 18.68 13.32
C 9.13 18.62 12.97
O 9.97 19.36 13.98
S 11.49 19.50 13.62
C 12.11 17.96 14.32
O 11.61 19.49 12.17
O 12.01 20.59 14.36
H 7.50 18.26 14.27
H 7.14 18.08 12.58
H 7.21 19.70 13.30
H 9.58 17.57 12.92
H 9.35 19.07 11.99
H 11.88 17.77 15.39
H 13.23 18.12 14.28
H 11.79 17.16 13.60
Cl 10.32 11.32 9.47
C 12.01 11.84 9.30
Cl 12.34 12.46 7.66
Cl 13.02 10.47 9.71
H 12.21 12.67 9.97
*
```

Computed properties:
**LUMO**: 0.053 eV
**SMILES**: CCOS(C)(=O)=O.CCOS(C)(=O)=O.CCOS(C)(=O)=O.CCOS(C)(=O)=O.CCOS(C)(=O)=O.CCOS(C)(=O)=O.CCOS(C)(=O)=O.CCOS(C)(=O)=O.CCOS(C)(=O)=O.CCOS(C)(=O)=O.ClC(Cl)Cl
**ΔE to the lowest compared entry with this formula, charge and spin**: 0.00 kJ/mol